ORCA calculation (wB97M-V/def2-TZVPD) on a structure of composition C34H32BGaN5O2S3.

* Kohn-Sham gap: 6.7 eV
* charge: +1

Each line ends with the Löwdin charge.
Positions of all 78 atoms, in Å:
Ga -0.906168 0.977495 -1.193133  0.181
S -1.843068 1.541305 1.282247  0.828
C -0.533198 0.805729 2.019239  -0.640
N 0.110573 1.304322 3.051321  -0.072
C 1.162653 0.530182 3.704972  -0.081
C 0.745458 -0.916745 3.737039  -0.077
N 0.492567 -1.363923 2.360172  -0.071
C 0.955916 -2.704136 1.955105  -0.101
C 2.220755 -2.649403 1.125680  -0.239
C 3.344469 -1.972215 1.588028  -0.033
C 4.490475 -1.906658 0.811937  -0.055
C 4.524965 -2.528076 -0.428871  -0.057
C 3.413527 -3.218321 -0.886960  -0.059
C 2.265208 -3.275501 -0.111962  -0.068
C -0.059490 -0.535487 1.505530  -0.551
S -0.219552 -0.971707 -0.115318  0.941
C -0.141655 2.641253 3.611465  -0.111
C -0.764898 2.532222 4.980659  -0.219
C -0.093699 3.015519 6.096553  -0.040
C -0.660150 2.901605 7.359772  -0.066
C -1.897538 2.296583 7.512511  -0.073
C -2.573348 1.810686 6.399572  -0.068
C -2.011431 1.930047 5.138959  -0.038
H 1.273024 0.906402 4.720389  0.141
H 2.105780 0.667436 3.167570  0.140
H -0.156526 -1.047431 4.340654  0.150
H 1.535435 -1.535043 4.154863  0.135
H 0.155816 -3.186960 1.393056  0.118
H 1.106103 -3.267250 2.875518  0.139
H 3.338085 -1.489352 2.559132  0.105
H 5.356928 -1.371536 1.176306  0.112
H 5.417307 -2.471383 -1.037047  0.113
H 3.434167 -3.698622 -1.856554  0.107
H 1.390302 -3.801870 -0.476869  0.110
H -0.764505 3.186795 2.909466  0.096
H 0.824923 3.145064 3.654175  0.126
H 0.870989 3.495395 5.976676  0.119
H -0.133634 3.287776 8.222204  0.110
H -2.340023 2.207725 8.495504  0.109
H -3.544750 1.348460 6.515647  0.108
H -2.548370 1.567101 4.269345  0.097
O 1.790490 0.318657 -2.146529  -0.318
S 1.105953 0.274596 -3.410724  0.609
O 1.418407 1.217815 -4.439673  -0.259
N -0.465487 0.384823 -2.977145  -0.165
C -1.537473 0.364196 -3.858146  -0.225
C -1.514495 0.114557 -5.208418  0.020
C -2.711395 0.091365 -5.954563  -0.039
C -3.925316 0.321543 -5.376627  -0.025
C -3.988589 0.609544 -3.993815  -0.138
C -5.185899 0.884343 -3.304912  0.034
C -5.162465 1.172176 -1.966113  -0.016
C -3.936356 1.198722 -1.297634  -0.089
N -2.795508 0.943017 -1.911297  0.059
C -2.795047 0.638102 -3.246845  -0.121
C 1.284718 -1.345915 -4.106533  -0.278
C 1.787670 -1.469573 -5.392745  -0.055
C 1.942890 -2.736611 -5.938031  -0.054
C 1.591024 -3.857781 -5.200953  -0.062
C 1.090785 -3.721554 -3.911138  -0.070
C 0.940384 -2.461561 -3.356958  -0.071
H -0.572935 -0.055274 -5.708085  0.105
H -2.653302 -0.113054 -7.015221  0.118
H -4.838660 0.300828 -5.955497  0.120
H -6.121767 0.868467 -3.849726  0.132
H -6.065963 1.389267 -1.415881  0.118
H -3.887161 1.430171 -0.244667  0.062
H 2.055791 -0.579608 -5.946060  0.118
H 2.338807 -2.844986 -6.938618  0.113
H 1.707856 -4.843694 -5.630974  0.111
H 0.818773 -4.599900 -3.339992  0.110
H 0.569554 -2.343464 -2.347324  0.062
B 1.760431 3.577684 0.822566  -0.368
C 0.734442 3.105314 -0.244673  -0.120
N -0.052788 2.667025 -0.982489  0.135
H 1.970309 2.528823 1.417086  0.026
H 1.205287 4.392635 1.520242  0.027
H 2.753612 3.991825 0.293557  0.027

Force components x, y, z for each atom (eV/Å):
Ga -0.2 -0.1 0.1
S 0.0 -0.1 -0.1
C 0.0 0.3 0.1
N -0.1 -0.2 -0.1
C 0.1 -0.1 0.0
C 0.0 0.0 0.0
N 0.0 0.1 0.0
C 0.1 -0.1 0.0
C 0.0 0.0 0.0
C 0.0 0.0 0.0
C 0.0 0.0 0.0
C 0.0 0.0 0.0
C 0.0 0.0 0.0
C 0.0 0.0 0.0
C 0.2 -0.2 -0.1
S 0.0 0.1 0.1
C 0.0 0.0 0.1
C 0.0 0.0 0.0
C 0.0 0.0 0.0
C 0.0 0.0 0.0
C 0.0 0.0 0.0
C 0.0 0.0 0.0
C 0.0 0.0 0.0
H 0.0 0.0 0.0
H 0.0 0.1 0.0
H 0.0 0.0 0.0
H 0.0 0.0 0.0
H 0.0 0.0 0.0
H 0.0 0.0 0.0
H 0.0 0.0 0.0
H 0.0 0.0 0.0
H 0.0 0.0 0.0
H 0.0 0.0 0.0
H 0.0 0.0 0.0
H 0.0 0.0 0.0
H 0.0 0.0 0.0
H 0.0 0.0 0.0
H 0.0 0.0 0.0
H 0.0 0.0 0.0
H 0.0 0.0 0.0
H 0.0 0.0 0.0
O 0.0 0.0 0.1
S -0.1 0.0 -0.1
O 0.0 0.0 0.0
N 0.1 -0.1 0.0
C 0.0 0.1 -0.1
C 0.0 0.0 0.1
C 0.0 0.0 0.0
C 0.0 0.0 0.0
C 0.1 0.0 0.0
C 0.0 0.0 0.0
C 0.0 0.0 0.0
C 0.0 0.0 -0.1
N 0.1 0.0 0.0
C 0.0 0.0 -0.1
C 0.0 0.1 0.0
C 0.0 0.0 0.0
C 0.0 0.0 0.0
C 0.0 0.0 0.0
C 0.0 0.0 0.0
C 0.0 0.0 0.0
H 0.0 0.0 0.0
H 0.0 0.0 0.0
H 0.0 0.0 0.0
H 0.0 0.0 0.0
H 0.0 0.0 0.0
H 0.0 0.0 0.0
H 0.0 0.0 0.0
H 0.0 0.0 0.0
H 0.0 0.0 0.0
H 0.0 0.0 0.0
H 0.0 0.0 0.0
B 0.0 0.0 0.1
C 0.0 0.0 -0.2
N 0.1 0.0 0.2
H 0.1 0.0 0.0
H 0.0 0.0 0.0
H 0.0 0.0 -0.1

=====

ORCA calculation (wB97M-V/def2-TZVPD) on a structure of composition C34H32BN11V at a distorted geometry.

* Kohn-Sham gap (alpha / beta): 6.7 / 6.7 eV
* 2S+1: 3
* charge: +1

Each line ends with the Mulliken spin population.
Positions of all 79 atoms, in Å:
V 0.244036 0.166471 -0.727180  1.986
C 1.892066 2.704121 0.768048  0.005
N 0.852123 2.400222 -0.210124  0.052
C -0.460985 3.113913 0.030173  0.027
C -1.475830 2.211250 0.629701  0.000
N -1.461257 0.883030 0.417163  -0.068
C -2.607707 0.320780 1.029084  0.044
C -3.042300 -1.018509 1.346817  0.000
C -4.192370 -1.154572 2.052837  -0.001
C -4.978081 -0.055025 2.465767  0.000
C -4.623759 1.251524 2.196285  0.000
C -3.361600 1.401640 1.538371  -0.007
N -2.597961 2.564895 1.250870  0.001
C 1.623969 1.768882 1.905709  0.003
N 0.996775 0.582022 1.836511  -0.020
C 0.953301 0.123351 3.164302  0.008
C 0.307250 -1.013936 3.725990  -0.001
C 0.100859 -1.114029 5.105670  -0.001
C 0.484622 -0.044086 5.878180  0.000
C 1.042975 1.152365 5.354887  0.000
C 1.399291 1.127216 4.029870  0.000
N 1.941640 2.127033 3.152601  0.001
H 2.924679 2.570637 0.335923  0.000
H 1.805712 3.713094 1.196152  0.000
H 1.145551 2.703027 -1.150735  0.003
H -0.172257 3.931942 0.747272  0.001
H -0.917087 3.487535 -0.906750  0.002
H -2.460010 -1.866950 0.986490  0.010
H -4.596388 -2.164297 2.363969  0.000
H -5.861974 -0.358876 2.979735  0.000
H -5.215531 2.059041 2.556635  0.000
H -2.732078 3.506084 1.618331  0.000
H -0.004788 -1.889841 3.140480  -0.001
H -0.279287 -2.075322 5.560225  0.000
H 0.270243 -0.034797 6.949248  0.000
H 1.262821 1.997842 5.958868  0.000
H 2.201417 3.012771 3.484332  0.000
B 1.412880 2.077805 -3.538675  0.005
N 1.579215 0.528859 -3.671699  0.011
C 2.310948 -0.181933 -4.582648  0.006
C 2.164125 -1.523733 -4.296751  0.000
C 1.406067 -1.601415 -3.144850  0.023
N 1.039562 -0.359334 -2.777805  -0.038
N -0.047542 2.421963 -2.940329  0.014
C -1.001333 3.178454 -3.524383  0.008
C -2.209017 2.550499 -3.455444  0.002
C -1.970094 1.364626 -2.747516  0.024
N -0.676477 1.347283 -2.342047  -0.053
H 2.355942 2.460211 -2.904174  0.001
H 1.496379 2.652165 -4.610988  0.000
H 2.633673 0.248238 -5.495564  0.000
H 2.755885 -2.340294 -4.722526  0.000
H 1.203771 -2.544786 -2.735237  0.003
H -0.786181 4.171227 -3.864122  0.000
H -3.176595 2.895154 -3.741165  0.000
H -2.592737 0.484039 -2.544827  -0.003
C -2.517928 -4.624060 -2.032896  -0.036
C -2.497250 -3.273499 -2.370306  0.043
C -1.662792 -2.360299 -1.731676  0.066
C -0.730258 -2.764515 -0.767604  0.024
C -0.612348 -4.174012 -0.546523  -0.053
C -1.541916 -5.062310 -1.121098  0.021
N 0.171209 -1.823405 -0.153336  -0.229
N 1.165835 -2.319471 0.543200  0.136
C 2.360751 -1.653515 0.300453  -0.026
C 3.568909 -2.225374 0.636985  0.045
C 4.763400 -1.602110 0.375095  -0.022
C 4.740158 -0.259448 -0.109625  0.062
C 3.504986 0.288972 -0.507824  -0.035
C 2.297016 -0.359376 -0.328518  -0.024
H -3.403250 -5.242673 -2.306823  -0.001
H -3.227541 -2.840748 -3.107301  0.001
H -1.818700 -1.256753 -1.911987  -0.019
H 0.146474 -4.628867 0.120903  -0.002
H -1.450598 -6.157699 -0.930890  0.000
H 3.558184 -3.177228 1.214430  -0.002
H 5.771110 -2.116490 0.588308  0.000
H 5.629211 0.386550 -0.128671  0.002
H 3.478789 1.326854 -0.845255  -0.002

Force components x, y, z for each atom (eV/Å):
V 2.2 1.4 -0.3
C 0.1 -0.8 0.2
N -1.0 0.5 -2.0
C 1.3 0.5 1.0
C -0.4 -2.9 -0.6
N 0.1 0.0 0.2
C -0.4 0.8 0.8
C 1.5 1.0 -1.3
C -1.1 -1.1 0.8
C 0.6 -0.2 -0.6
C 1.6 -1.0 -0.2
C -0.3 0.2 0.0
N -0.8 0.4 0.8
C -0.6 -1.6 -0.2
N 1.3 1.3 0.0
C -1.5 -0.6 0.3
C 0.1 -0.6 -0.5
C 0.5 -0.9 -0.9
C 0.0 2.1 1.2
C 0.2 -1.9 0.4
C 0.2 0.8 -1.6
N -1.2 -1.9 2.0
H -1.3 0.2 0.5
H 0.1 0.1 -0.4
H 0.1 -0.1 0.5
H -1.0 -0.3 -0.8
H 0.7 0.1 0.4
H -0.2 0.2 0.2
H 0.8 1.2 -0.6
H -0.6 0.5 0.3
H -0.2 0.6 0.1
H -0.3 -0.5 -0.2
H 0.2 0.7 -0.2
H 0.3 1.4 -0.6
H 0.1 -0.1 -0.3
H 0.1 0.4 0.6
H 0.5 1.2 0.1
B 0.4 0.5 -0.5
N -0.2 -1.5 -0.1
C -1.8 0.2 0.7
C 1.5 -0.4 -0.2
C 0.7 1.7 -1.3
N 0.4 -0.7 0.9
N -0.2 -1.1 0.7
C 0.3 0.2 -0.1
C -0.6 -0.6 0.6
C 1.5 -0.1 0.8
N -1.6 0.1 -0.9
H -0.1 0.3 0.8
H -0.2 -0.5 0.2
H 0.6 0.6 -0.3
H -0.7 0.4 -0.1
H -0.8 -0.6 1.3
H 0.3 0.0 -0.6
H -0.2 0.2 -0.4
H 0.0 0.9 0.2
C -0.4 0.3 0.7
C -1.1 0.8 -0.6
C 0.1 1.4 0.5
C 0.1 -1.8 0.8
C -0.4 -0.3 0.2
C 0.4 -0.4 -0.3
N 0.9 -1.0 -0.3
N -1.0 -0.4 -2.4
C -1.1 2.3 -0.1
C 0.3 -1.8 1.4
C 2.1 0.9 -0.1
C -0.6 -0.8 0.1
C 0.3 0.5 0.4
C -0.4 -0.9 0.0
H 1.2 0.3 -0.2
H 0.7 -0.7 0.9
H 0.4 -1.4 0.0
H -0.5 0.8 -0.5
H -0.1 1.1 0.1
H 0.0 0.6 -0.7
H -1.9 0.9 -0.2
H -0.3 -0.6 -0.2
H 0.3 -0.5 -0.4

=====

In kJ/mol, the relative energy (zero: lowest compared OMol25 entry of this formula, charge and spin) values for the records above are, in order, 19.0, 108.3.
In Eh, the electronic energy values for the records above are, in order, -4883.17437, -2885.79267.